Entry 1:
{
  "formula": "C12H19CoO4P",
  "method": "ωB97M-V/def2-TZVPD",
  "total_charge": 2,
  "homo_lumo_gap_ev": [9.20, 6.02],
  "lumo_ev": [-7.490, -12.083],
  "s2": 3.7829,
  "multiplicity": 4,
  "symbols": ["Co", "C", "O", "C", "O", "C", "O", "C", "O", "C", "H", "H", "C", "H", "H", "C", "C", "P", "C", "C", "C", "C", "H", "H", "H", "H", "H", "H", "H", "H", "H", "H", "H", "H", "H", "H", "H"],
  "positions_angstrom": [[1.46468, -1.53207, -1.19899], [0.18047, -2.58120, -1.73705], [-0.73845, -3.20318, -2.08635], [2.90031, -2.22517, -1.89394], [3.87714, -2.66189, -2.34210], [1.85231, -2.01113, 0.55582], [1.99852, -2.41514, 1.63188], [1.38846, -0.05243, -2.30617], [1.23335, 0.81879, -3.07104], [2.68379, 1.07468, 0.36077], [2.22484, 1.94366, -0.11627], [2.44098, 0.94206, 1.42003], [3.57010, 0.31118, -0.27325], [4.04526, -0.56074, 0.19047], [3.82548, 0.45608, -1.32907], [-0.18861, 2.79087, 0.89386], [-0.57822, 1.39617, 1.39303], [-0.28908, -0.00034, 0.18438], [-1.09202, -1.38113, 1.15377], [-2.49642, -1.16109, 1.72403], [-1.46941, 0.41116, -1.15274], [-2.84875, 0.92664, -0.79730], [0.89796, 2.89676, 0.80558], [-0.53075, 3.53331, 1.63032], [-0.64418, 3.04774, -0.07485], [-0.00969, 1.14724, 2.30660], [-1.64037, 1.38266, 1.69342], [-1.03006, -2.28026, 0.51511], [-0.38463, -1.54877, 1.98442], [-3.27063, -1.12924, 0.94793], [-2.70611, -2.00915, 2.39103], [-2.56811, -0.24663, 2.33081], [-0.93080, 1.16881, -1.73242], [-1.50776, -0.46886, -1.80506], [-2.83592, 1.77175, -0.10792], [-3.32324, 1.28275, -1.71378], [-3.50043, 0.16613, -0.37496]],
  "atomic_forces_ev_per_a": [[0.015, 2.769, 2.065], [-5.832, -4.560, -2.641], [3.646, 2.364, 1.367], [6.939, -3.530, -3.535], [-3.751, 1.679, 1.733], [0.635, -2.964, 5.758], [-0.315, 1.735, -4.069], [-1.256, 5.106, -5.417], [0.977, -3.919, 3.653], [-0.590, 0.548, 0.449], [0.335, -0.299, -0.027], [0.207, -0.041, -0.284], [0.296, -1.063, -0.700], [0.067, 0.546, 0.074], [0.094, 0.265, 0.445], [-0.046, 0.241, 0.024], [0.993, 0.090, 0.082], [-3.972, 2.103, 2.779], [1.542, -1.080, 0.008], [-0.461, 0.456, -0.094], [1.352, -0.148, -1.379], [-0.675, 0.236, 0.508], [-0.426, 0.126, 0.097], [0.123, -0.206, -0.292], [0.091, -0.101, 0.315], [-0.180, 0.048, -0.267], [0.381, -0.256, -0.410], [-0.277, 0.221, 0.413], [-0.305, -0.037, -0.199], [0.306, -0.176, 0.389], [0.130, 0.125, -0.232], [0.026, -0.422, -0.213], [-0.235, 0.065, -0.107], [-0.213, 0.119, 0.005], [0.108, -0.048, -0.079], [0.155, -0.059, -0.078], [0.118, 0.067, -0.143]]
}



Entry 2:
{
  "formula": "C12H19DyN4OS2",
  "method": "ωB97M-V/def2-TZVPD",
  "total_charge": 2,
  "homo_lumo_gap_ev": [7.15, 7.19],
  "lumo_ev": [-7.415, -7.373],
  "s2": 9.3401,
  "multiplicity": 6,
  "symbols": ["Dy", "C", "C", "N", "C", "S", "N", "N", "C", "C", "C", "C", "C", "C", "C", "N", "H", "H", "H", "H", "H", "H", "H", "H", "H", "H", "H", "H", "H", "C", "S", "C", "O", "H", "H", "H", "H", "H", "H"],
  "positions_angstrom": [[1.90715, 0.15500, -1.76360], [-0.83592, 3.87260, 2.30315], [-1.20229, 3.88700, 0.82432], [-0.03947, 3.74821, -0.03630], [0.61019, 2.61012, -0.23081], [2.01245, 2.73687, -1.33669], [0.22099, 1.54263, 0.43726], [0.75010, 0.32447, 0.18171], [0.69733, -0.60323, 1.10969], [0.12720, -0.32368, 2.45531], [1.17644, -1.93788, 0.70586], [1.10418, -3.04308, 1.55638], [1.46800, -4.29711, 1.09272], [1.92858, -4.42210, -0.20959], [2.02659, -3.28371, -0.99092], [1.66397, -2.06415, -0.56663], [-1.74341, 3.94144, 2.89416], [-0.19568, 4.70985, 2.55743], [-0.32704, 2.95034, 2.56083], [-1.68746, 4.82865, 0.57081], [-1.88502, 3.06397, 0.59986], [0.37250, 4.59636, -0.40550], [0.25651, 0.73617, 2.66780], [0.60599, -0.90875, 3.23309], [-0.94302, -0.53114, 2.47638], [0.76326, -2.93340, 2.57375], [1.38859, -5.15874, 1.73638], [2.21254, -5.38095, -0.60927], [2.41080, -3.35580, -2.00479], [-2.12830, 0.65188, -2.19042], [-1.19771, -0.29330, -3.43481], [-1.21152, -1.89444, -2.56251], [0.23961, 0.15373, -3.13410], [-3.09248, 0.19203, -2.00118], [-2.28914, 1.65438, -2.57967], [-1.53944, 0.69788, -1.27104], [-2.20571, -2.32899, -2.59405], [-0.89128, -1.72932, -1.53006], [-0.52811, -2.56380, -3.08495]],
  "atomic_forces_ev_per_a": [[-0.114, 0.162, -0.426], [-0.146, -0.019, -0.156], [-0.190, -0.128, 0.492], [0.104, 0.277, -0.217], [0.892, -0.279, -0.279], [-0.251, -0.748, 0.265], [-1.072, 0.201, 0.644], [0.670, -0.339, 0.254], [-0.227, 0.889, -0.571], [0.199, 0.201, -0.076], [0.285, -0.675, -0.267], [-0.071, 0.523, -0.172], [0.130, 0.106, -0.376], [-0.077, 0.036, 0.189], [0.042, 0.196, -0.007], [-0.112, 0.250, 0.414], [-0.091, 0.039, 0.130], [0.093, 0.142, 0.038], [0.054, -0.073, 0.057], [-0.003, -0.084, -0.117], [-0.006, 0.127, -0.009], [-0.032, -0.269, -0.073], [-0.042, -0.080, 0.054], [0.044, -0.081, 0.033], [-0.102, -0.048, -0.041], [-0.100, 0.075, 0.007], [0.019, -0.091, 0.068], [0.064, -0.091, -0.091], [-0.020, 0.023, 0.059], [0.124, 0.060, -0.334], [-0.736, -0.582, 1.327], [-0.127, 0.259, -0.357], [1.069, 0.091, 0.085], [-0.121, -0.193, -0.128], [0.065, 0.032, -0.090], [0.029, -0.111, -0.118], [-0.176, 0.034, -0.017], [-0.076, 0.065, -0.148], [0.008, 0.101, -0.048]]
}



Values of ΔE to the lowest compared entry with this formula, charge and spin, in order: 0.0 55.9, all in kJ/mol.